34
Properties=species:S:1:pos:R:3:forces:R:3:mulliken_charge:R:1 method="wB97M-V/def2-TZVPD" total_charge=0 multiplicity=1 smiles="CCN(CC)C(=S)SCC(=O)c1ccccc1" e_tot_ha=-1431.9420 lumo_ev=0.26 de_lowest_ev=0.0000 homo_ev=-8.18 homo_lumo_gap_ev=8.4456
C -4.662 -1.760 -0.516 0.1581 0.1596 -0.0875 -1.0158
C -3.728 -0.760 -1.192 -0.2546 -0.4197 -0.2206 -0.8776
N -3.010 0.035 -0.216 0.2585 -0.0098 0.1425 0.1440
C -3.602 1.302 0.166 0.0371 0.5055 0.0008 -0.9895
C -3.078 2.443 -0.702 -0.0823 -0.1394 0.1112 -0.8307
C -1.826 -0.372 0.242 0.0828 0.0048 0.1429 0.5687
S -1.111 -1.784 -0.219 0.2082 -0.5735 -0.2772 -0.3994
S -1.072 0.696 1.450 0.1475 -0.1027 0.2569 -0.2276
C 0.625 0.078 1.396 -0.7739 0.2262 -0.0363 -1.3459
C 1.338 0.648 0.183 -0.2343 -0.0620 0.1091 0.9197
O 0.776 1.397 -0.582 0.2642 -0.0455 -0.0452 -0.6428
C 2.745 0.230 -0.006 0.5090 0.0580 -0.3395 0.5897
C 3.386 -0.705 0.807 -0.1965 0.1660 -0.0921 -0.3608
C 4.703 -1.047 0.562 0.1530 -0.0750 0.0238 -0.7399
C 5.396 -0.464 -0.487 -0.0078 -0.0486 0.0571 -0.3508
C 4.768 0.466 -1.300 0.0157 0.0247 -0.0377 -0.5170
C 3.452 0.808 -1.062 -0.1081 -0.0132 0.0807 -0.4059
H -4.084 -2.450 0.093 0.0435 -0.0592 0.0400 0.2818
H -5.379 -1.248 0.122 -0.1163 0.0267 0.0530 0.3002
H -5.202 -2.328 -1.268 -0.1073 -0.0815 -0.0600 0.3798
H -4.294 -0.081 -1.833 0.0480 0.0545 0.0330 0.3403
H -3.000 -1.298 -1.806 -0.1258 0.1876 0.0475 0.4657
H -4.685 1.208 0.060 0.0649 -0.0349 0.1180 0.3872
H -3.380 1.499 1.218 -0.1935 -0.0277 -0.0770 0.4976
H -3.513 3.384 -0.378 -0.0625 0.1488 -0.0069 0.3727
H -1.997 2.510 -0.620 0.0953 0.0146 -0.0003 0.1818
H -3.335 2.279 -1.746 -0.0408 0.0090 -0.1059 0.3140
H 1.110 0.384 2.323 0.0265 0.0129 0.0487 0.6257
H 0.572 -1.013 1.330 0.1455 0.1477 0.0994 0.4543
H 2.863 -1.175 1.625 -0.0701 -0.0461 0.0815 0.3113
H 5.192 -1.775 1.192 0.0342 -0.0551 0.0470 0.3788
H 6.425 -0.737 -0.671 0.0818 -0.0256 -0.0097 0.3835
H 5.305 0.920 -2.119 0.0411 0.0373 -0.0653 0.3824
H 2.943 1.529 -1.685 -0.0409 0.0357 -0.0315 0.4250